[1]
Below is a structure of composition C18H22B2F4N7O6V, with properties calculated with the ωB97M-V functional and the def2-TZVPD basis.

The geometry in XYZ format:
```
60
Properties=species:S:1:pos:R:3:forces:R:3:nbo_charge:R:1
V -0.359736 0.319622 -0.001275 -0.138 -1.113 0.433 1.1636
C -1.005974 2.071832 -4.025397 -0.001 0.012 0.004 -0.6988
C -1.105901 1.516348 -2.659596 -0.040 0.003 -0.016 0.3345
N -0.252609 1.669714 -1.711156 0.035 0.035 -0.012 -0.1201
O 0.930866 2.241535 -2.099446 0.095 -0.117 0.112 -0.5451
B 1.590798 3.037500 -1.160985 -0.029 0.118 -0.066 1.4130
F 2.882676 3.142382 -1.270056 -0.003 0.039 -0.032 -0.4456
F 0.894470 3.771192 -0.305173 -0.026 -0.041 0.020 -0.4903
O 1.382844 1.233198 0.386810 -0.272 -0.173 0.021 -0.3178
N 0.386647 1.541972 1.145343 0.405 -0.070 0.044 -0.0433
C -0.049670 2.316921 2.056695 -0.049 0.116 0.097 0.4317
C 0.748874 3.321402 2.783240 0.005 0.015 0.027 -0.6962
C -1.489533 2.002899 2.235128 -0.068 -0.016 0.002 0.2331
N -1.905982 1.183801 1.324426 0.058 0.050 -0.157 -0.0231
O -3.091265 0.650393 1.526948 0.007 -0.065 -0.052 -0.4569
B -3.896905 0.245980 0.294111 -0.063 0.104 0.106 1.2558
F -4.926976 -0.493349 0.712261 0.009 -0.008 -0.020 -0.4786
F -4.164468 1.388843 -0.424324 0.018 -0.016 -0.028 -0.5280
O -2.981679 -0.655587 -0.545274 0.114 -0.051 -0.012 -0.4924
N -2.017065 0.059814 -1.135803 -0.151 -0.020 0.096 -0.0794
C -2.246134 0.659262 -2.248154 0.034 0.039 -0.017 0.3431
C -3.478912 0.531841 -3.054416 0.020 -0.019 0.004 -0.6908
C -2.335281 2.484785 3.349173 0.027 0.011 0.021 -0.6856
H -0.090472 2.632258 -4.171872 0.001 0.006 -0.001 0.2773
H -1.867231 2.720513 -4.207309 -0.011 -0.011 -0.003 0.2847
H -1.064576 1.261767 -4.756237 0.004 -0.003 0.004 0.2724
H 1.795078 3.279903 2.493921 0.005 -0.015 -0.001 0.2729
H 0.655492 3.151696 3.857782 0.003 -0.016 -0.003 0.2818
H 0.348392 4.315948 2.568790 -0.018 -0.002 0.002 0.2860
H -4.136382 -0.224698 -2.639784 -0.005 -0.011 -0.003 0.2847
H -3.221388 0.284375 -4.085830 0.002 0.009 0.001 0.2603
H -4.006953 1.488315 -3.058403 0.002 0.006 0.006 0.2882
H -1.832903 3.254709 3.928964 0.000 -0.004 -0.002 0.2498
H -2.593923 1.647495 4.002441 0.006 0.000 0.004 0.2820
H -3.274757 2.873251 2.953459 -0.007 -0.012 -0.010 0.2856
N 3.819371 -3.642377 -0.420208 -0.168 0.165 -0.079 -0.3171
C 3.502857 -3.190582 0.588023 0.273 -0.246 0.073 0.2990
C 3.104907 -2.630234 1.845523 -0.057 0.407 -0.095 -0.2091
C 3.159999 -3.333695 3.042427 -0.010 -0.017 -0.121 -0.0928
C 2.674684 -2.706363 4.172102 -0.313 0.359 0.089 -0.2351
C 2.112099 -1.432689 4.051945 0.117 -0.387 -0.067 0.0596
N 2.082612 -0.742986 2.906263 -0.059 0.133 0.142 -0.4638
C 2.605065 -1.325522 1.838836 0.205 -0.361 0.061 0.0683
H 3.558385 -4.338596 3.076213 0.007 0.007 0.008 0.2519
H 2.686889 -3.202560 5.132138 0.015 0.021 0.003 0.2503
H 1.656201 -0.960194 4.912673 0.066 0.048 0.031 0.2085
H 2.651210 -0.746052 0.925023 -0.076 -0.035 -0.035 0.1906
O 0.242021 -3.247702 0.793811 -0.189 0.245 -0.067 -0.4221
C -0.676720 -2.526321 0.912149 0.090 -0.733 0.039 0.6524
O -0.493099 -1.124353 0.904074 0.195 1.413 -0.650 -0.4484
H -1.736032 -2.767259 1.036087 -0.024 0.086 0.043 0.1941
C 1.364528 -3.348585 -3.679638 -0.035 -0.007 0.020 -0.5886
C 2.190280 -2.257987 -2.983646 -0.020 0.003 0.038 -0.5558
C 1.379337 -1.450416 -2.084955 0.108 -0.058 -0.036 0.6193
N 0.729465 -0.814447 -1.384917 -0.113 0.168 -0.006 -0.4783
H 2.026592 -3.919750 -4.325511 0.008 0.003 0.007 0.2570
H 0.571926 -2.922454 -4.292177 -0.001 0.002 -0.006 0.2170
H 0.928355 -4.029958 -2.951715 0.014 -0.005 0.002 0.2328
H 2.651214 -1.572166 -3.698161 -0.005 0.012 -0.003 0.2795
H 2.988392 -2.694589 -2.375360 0.001 -0.005 0.038 0.3224
```
Forces are in eV/Å.

**Multiplicity**: 1
**Total charge**: +2
**E**: -79637.40443 eV
**HOMO energy**: -14.9 eV



[2]
Below is a structure of composition C17H12ClI2N2O9RhS, with properties calculated with the ωB97M-V functional and the def2-TZVPD basis.

The geometry in XYZ format:
```
45
Properties=species:S:1:pos:R:3:forces:R:3:nbo_charge:R:1
Rh 0.560152 -0.450874 -0.733743 -2.231 1.415 -0.044 1.3951
I -0.575988 -2.299231 3.997139 0.077 0.106 0.150 0.2134
C -1.273124 -2.810015 2.130233 0.217 0.648 -1.146 -0.2599
C -2.098331 -3.932345 1.954750 -0.135 -0.044 -0.747 -0.2211
C -2.527878 -4.311868 0.699285 0.323 0.483 -0.023 -0.1793
I -3.699158 -6.007360 0.544781 -0.187 -0.248 -0.089 0.1849
C -2.159128 -3.555697 -0.470336 -0.566 -0.795 0.616 -0.1113
C -2.486561 -3.868183 -1.800257 -0.071 -0.145 -0.080 -0.0719
C -2.041559 -3.070234 -2.820076 -0.079 0.088 -0.001 -0.2605
C -1.267252 -1.944289 -2.525840 0.073 0.422 -0.097 0.0996
N -0.962727 -1.627007 -1.282281 0.780 -0.179 -0.435 -0.3402
C -1.378810 -2.425380 -0.269240 0.071 0.087 1.129 0.1047
C -0.903300 -2.039496 1.014520 -1.566 -2.223 0.662 0.3910
O -0.163844 -1.004140 1.051057 2.147 1.373 -0.550 -0.6351
H -2.383969 -4.511320 2.820846 -0.005 -0.040 0.004 0.2439
H -3.077135 -4.750623 -2.011667 0.015 0.017 0.001 0.2424
H -2.271103 -3.298718 -3.850653 0.011 0.052 0.012 0.2445
H -0.906432 -1.278797 -3.298784 0.123 -0.059 -0.020 0.2370
O 1.599015 -3.208192 0.129241 0.569 0.477 -0.573 -0.8035
Cl 2.527546 -2.408962 -0.632806 0.633 -0.135 1.029 2.4919
O 3.722125 -3.120643 -0.926868 -0.629 0.477 -0.181 -0.7444
O 1.847940 -1.953709 -1.900187 -0.690 0.607 1.016 -0.7934
O 2.811960 -1.132300 0.063478 -0.129 -0.935 -0.256 -0.8537
C -1.578970 1.744059 0.806608 0.155 0.026 0.230 -0.2541
O -1.196205 1.117679 -0.432341 0.572 -0.573 -0.037 -0.7146
H -2.623326 2.048124 0.759476 -0.001 -0.025 -0.105 0.1942
H -0.950111 2.609979 1.010340 -0.005 0.022 -0.032 0.1961
H -1.446658 1.006607 1.592358 0.014 -0.054 -0.033 0.2079
H -1.181266 1.790529 -1.129599 0.142 0.015 -0.074 0.5174
O -0.753844 4.936875 -0.912648 0.086 -0.063 -0.132 -0.9415
S 0.609856 4.663264 -1.289697 0.050 0.782 0.083 2.3007
O 1.386287 5.689803 -1.919519 -0.188 -0.101 0.049 -0.9126
N 0.653465 3.280384 -2.149013 0.037 -0.701 0.101 -0.7879
C 1.199515 2.321711 -1.448607 -0.443 0.276 -0.052 0.5940
O 1.235305 1.114584 -1.872192 0.695 -1.051 -0.550 -0.7162
C 1.698940 2.705498 -0.090106 0.066 0.117 -0.022 -0.1034
C 2.286540 1.935550 0.895288 0.105 -0.150 0.085 -0.2126
C 2.591430 2.539970 2.110706 -0.052 0.112 -0.001 -0.1824
C 2.319603 3.890177 2.325906 0.031 -0.098 -0.009 -0.1876
C 1.739221 4.667256 1.329036 0.026 -0.007 -0.071 -0.1825
C 1.446090 4.042798 0.133739 -0.031 0.037 0.262 -0.3169
H 2.533508 0.893830 0.737678 0.007 0.032 -0.002 0.2402
H 3.049257 1.953072 2.896618 -0.009 0.014 -0.026 0.2250
H 2.563006 4.340311 3.280260 0.006 -0.022 -0.028 0.2237
H 1.525923 5.717322 1.483116 -0.013 -0.039 -0.012 0.2392
```
Forces are in eV/Å.

**Multiplicity**: 1
**Total charge**: 0
**E**: -81788.16277 eV
**HOMO energy (spin up / spin down)**: -8.6 / -8.6 eV



[3]
Below is a cluster of 8 separate species, C31H47Cl14N2PS in total, with properties calculated with the ωB97M-V functional and the def2-TZVPD basis.

The geometry in XYZ format:
```
96
Properties=species:S:1:pos:R:3:forces:R:3:mulliken_charge:R:1
C 7.162399 -0.755882 -0.315923 -0.264 -0.032 0.911 -0.7991
C 5.580968 -0.240524 -0.492343 1.140 1.014 -0.195 0.1866
P 4.401107 -1.769611 -0.667057 1.517 -1.156 -0.888 -0.1767
C 4.144014 -1.904249 -2.588836 0.302 0.618 -1.297 -0.7770
N 2.855851 -1.509399 0.181429 -2.491 2.655 -1.522 0.3296
C 2.489559 -0.048566 0.316287 -1.733 5.023 0.845 0.0011
C 2.889017 0.829394 1.682745 -2.024 1.326 -2.769 -0.5143
C 2.474714 2.412622 1.871232 -0.998 -1.453 -3.444 -0.4399
C 1.647400 3.250740 0.689146 1.019 -4.923 -0.787 -0.5011
C 1.227800 2.406734 -0.660223 1.954 -1.682 3.042 -0.2822
C 1.629470 0.822268 -0.822676 1.060 0.732 2.976 0.5688
S 1.108930 -0.179334 -2.361473 0.053 -0.754 2.579 -0.1459
C 0.710962 -1.889348 -1.606986 -0.075 -2.897 2.143 0.4050
C -0.543915 -2.843452 -2.136622 2.157 -0.817 2.343 0.1944
C -1.529475 -2.254734 -3.351862 0.238 -0.097 1.846 -0.6599
C -2.570846 -1.179066 -2.618912 0.077 2.841 1.887 0.0913
N -2.184809 -0.193538 -1.742937 -1.322 -4.031 -3.535 -0.3630
C -0.794115 -4.330550 -1.422780 3.399 3.153 1.155 -0.4373
C 0.215049 -4.769885 -0.207180 0.320 2.848 -1.477 0.0231
C 1.470024 -3.838307 0.366034 -2.658 1.756 -3.545 -0.8458
C 1.728381 -2.355966 -0.364630 -3.075 -3.206 -0.524 -0.2400
H 7.246844 -1.927778 -0.437566 -0.055 2.472 0.036 0.3818
H 7.871817 -0.159100 -1.037892 -1.445 -1.367 1.368 0.2014
H 7.493467 -0.504814 0.803054 -0.609 -0.612 -2.464 0.1294
H 5.363723 0.401914 0.469827 0.029 -1.181 -2.157 -0.1300
H 5.585513 0.420607 -1.478190 -0.417 -1.185 2.175 0.2583
H 3.155703 -2.468733 -2.878040 1.957 1.125 0.738 0.2263
H 4.177693 -0.850067 -3.125666 -0.265 -2.128 1.053 0.2340
H 5.062038 -2.526562 -3.026275 -1.922 1.245 1.186 0.3622
H 3.460254 0.239277 2.517738 -1.226 1.406 -1.695 0.3390
H 2.769210 3.006353 2.845105 -0.593 -1.531 -2.167 0.3114
H 1.321501 4.378588 0.790427 0.857 -2.646 -0.125 0.2968
H 0.634621 2.927362 -1.524264 1.250 -1.210 1.875 0.2677
H -0.870251 -1.721077 -4.174717 -1.476 -1.084 1.749 0.2204
H -2.140926 -3.167726 -3.818509 1.369 2.200 1.056 0.3331
H -3.726196 -1.244368 -2.889179 2.509 -0.175 0.319 0.1915
H -2.989117 0.390059 -1.424103 0.398 -0.840 -0.561 0.2198
H -1.703660 -4.997672 -1.805524 2.336 1.537 1.046 0.2238
H 0.013465 -5.802746 0.318111 0.655 2.484 -1.287 0.0311
H 2.152158 -4.194992 1.270222 -1.681 0.906 -2.289 0.2595
Cl -3.378158 3.107725 -2.145872 0.056 -0.049 0.069 -0.1892
C -3.207053 2.601508 -3.844361 0.024 -0.119 -0.404 -0.3566
C -4.552766 2.373252 -4.514820 0.245 0.390 -0.196 -0.2622
Cl -5.397835 0.948640 -3.859233 -0.114 -0.029 0.098 -0.1976
H -2.586244 1.700527 -3.869914 -0.176 0.129 0.133 0.2074
H -2.666747 3.401117 -4.359992 -0.192 -0.081 0.065 0.3356
H -4.409452 2.191278 -5.583578 0.074 -0.034 0.181 0.3607
H -5.211313 3.239891 -4.401669 0.178 -0.263 0.075 0.0900
Cl 5.458422 4.989522 -1.063231 -0.007 0.051 -0.060 -0.2184
C 5.931915 3.517831 -0.179870 0.098 -0.297 0.199 0.3172
C 7.437385 3.421591 0.012116 -0.226 -0.012 0.171 -0.2627
Cl 8.294708 3.140299 -1.523893 0.016 -0.003 -0.114 -0.2083
H 5.539089 2.653274 -0.723978 0.124 0.248 0.057 -0.1250
H 5.435803 3.560154 0.794431 0.131 -0.008 -0.144 0.0479
H 7.675543 2.577855 0.665789 -0.079 0.128 -0.181 -0.0011
H 7.844456 4.330301 0.466088 -0.097 -0.198 -0.194 0.4051
Cl -2.694279 -7.424437 3.334473 -0.082 -0.040 0.226 -0.1578
C -2.488653 -5.739419 3.871901 0.063 0.385 0.098 -0.4964
C -1.643489 -4.926113 2.904022 -0.264 0.089 0.004 -0.4403
Cl 0.059290 -5.449473 2.894335 -0.081 -0.168 0.474 -0.1844
H -2.051348 -5.753276 4.875094 -0.011 -0.061 -0.277 0.3233
H -3.490607 -5.305750 3.944011 0.175 -0.049 -0.106 0.3456
H -1.648611 -3.873409 3.200138 -0.008 -0.179 0.015 0.3922
H -2.024981 -4.994436 1.880622 0.123 -0.073 0.174 0.2683
Cl -6.488366 5.049521 -3.010536 -0.034 0.153 0.012 -0.2048
C -6.936290 3.855514 -1.767915 -0.146 -0.304 0.348 -0.2054
C -7.961978 4.402831 -0.787626 -0.145 -0.198 -0.228 -0.5626
Cl -7.283663 5.680304 0.252280 0.033 0.053 -0.018 -0.1958
H -6.022133 3.535973 -1.257979 -0.191 0.179 -0.135 0.2337
H -7.351336 2.991014 -2.294755 0.005 0.160 0.096 0.2916
H -8.304834 3.604218 -0.123875 0.132 0.078 -0.117 0.3435
H -8.834079 4.814310 -1.305000 0.239 -0.007 0.098 0.3020
Cl -11.208225 5.996558 0.697774 -0.040 -0.068 0.011 -0.1723
C -11.338004 7.668858 1.295244 0.022 0.362 0.090 -0.4650
C -10.312037 7.975017 2.375160 0.068 0.145 -0.249 -0.3171
Cl -10.640227 7.088926 3.885322 0.003 -0.035 -0.019 -0.1850
H -12.360007 7.823171 1.655134 0.252 -0.129 -0.001 0.3486
H -11.177992 8.325609 0.434863 0.068 -0.106 0.166 0.2739
H -10.338564 9.040076 2.621822 -0.091 -0.154 -0.075 0.2931
H -9.297577 7.725516 2.049321 -0.262 -0.069 0.038 0.2245
Cl 0.464645 -10.481837 -0.876258 0.013 0.036 -0.013 -0.1843
C -0.253268 -10.292017 0.742064 -0.130 0.027 0.283 -0.4660
C -1.555581 -9.507686 0.705130 -0.041 -0.292 0.088 -0.4214
Cl -1.297865 -7.795362 0.286823 -0.044 -0.247 -0.269 -0.0392
H 0.487833 -9.812132 1.388828 -0.186 -0.005 -0.207 0.3135
H -0.438013 -11.299628 1.126475 -0.066 0.179 -0.086 0.3228
H -2.027536 -9.524217 1.691478 0.162 0.005 -0.101 0.1659
H -2.260267 -9.930809 -0.017322 0.238 0.122 0.073 0.3262
Cl 7.196251 3.580662 3.170830 -0.041 0.062 0.223 -0.1686
C 7.669744 2.108971 4.054192 0.101 -0.294 0.250 -0.4358
C 9.175213 2.012731 4.246178 -0.127 0.031 0.228 -0.4248
Cl 10.032536 1.731439 2.710169 -0.060 0.047 -0.039 -0.1664
H 7.276917 1.244414 3.510084 0.154 0.205 0.026 0.2106
H 7.173631 2.151294 5.028493 0.148 0.028 -0.133 0.3869
H 9.413371 1.168995 4.899851 -0.128 0.090 -0.118 0.3012
H 9.582285 2.921441 4.700150 -0.140 -0.145 -0.184 0.3077
```
Forces are in eV/Å.

**SMILES**: [H]/N=C/Cc1cccc2c1Sc1ccccc1N2P(C)CC.ClCCCl.ClCCCl.ClCCCl.ClCCCl.ClCCCl.ClCCCl.ClCCCl
**Multiplicity**: 1
**Total charge**: 0
**E**: -231309.81228 eV
**HOMO energy**: -7.6 eV